No. 1
DFT (ωB97M-V/def2-TZVPD) results for a single C9H12N2O molecule at a distorted geometry.

Computed properties:
SMILES: c1cncc(O[C@H]2CCNC2)c1
Highest occupied orbital energy (eV): -9.097
Energy (Ha): -534.8307

```
! RIJCOSX wB97M-V def2-TZVPD def2/J DEFGRID3
* xyz 0 1
H 3.97095 -1.21041 1.55681
C -1.20481 0.86467 -0.98468
H -3.17605 0.12820 -1.49145
O 0.11354 0.44797 -1.42487
N -1.62868 -0.08545 1.17253
H 1.74780 2.10547 0.21464
C -1.32514 1.16713 0.49716
C 1.87266 1.05074 0.18957
H -1.89790 -0.85641 -2.04731
C 1.03899 0.12875 -0.52812
H -0.41311 1.64075 0.96004
H -1.23886 1.87793 -1.55676
C -2.12443 -0.21406 -1.20757
C 1.39389 -1.21476 -0.49310
H 0.81834 -1.97982 -1.08823
C 3.06263 -0.90516 0.99838
H -3.20194 -1.28332 0.46495
H -0.70741 -0.48322 1.27636
H -1.61103 -1.95313 0.15758
H 3.54947 1.10066 1.44643
H -2.06248 1.96316 0.52503
N 2.33360 -1.75351 0.30801
C -2.20562 -0.98877 0.19841
C 2.89557 0.45259 0.85618
*
```

Mulliken population analysis, charges in e, atoms 1 to 5: atom 1 (H): 0.31, atom 2 (C): 0.25, atom 3 (H): 0.29, atom 4 (O): -0.47, atom 5 (N): -0.52

No. 2
DFT (ωB97M-V/def2-TZVPD) results for a molecular structure, C9H12N2O at a distorted geometry.

Computed properties:
Highest occupied orbital energy (eV): -8.869
Energy (Ha): -534.5678

```
! RIJCOSX wB97M-V def2-TZVPD def2/J DEFGRID3
* xyz 0 1
C 3.12753 -1.23964 -0.22694
C 2.26950 -1.62610 0.76567
H 3.80414 -2.04917 -0.50736
H 2.01281 -2.70935 0.95845
C 1.26752 -0.63557 0.95321
C -1.31034 1.11384 -0.55539
H 0.43464 -0.96616 1.63273
C 0.93848 0.56846 0.31665
C 1.88905 0.86628 -0.55836
H -2.17610 1.78308 -0.32175
C -0.21394 1.54362 0.41327
H -0.68305 1.64677 1.54329
N -1.93702 -0.06321 -0.35905
H -4.13131 0.28944 0.40289
H -2.29489 0.79610 1.45098
C 2.92893 -0.09524 -1.15643
H -2.67689 -1.46005 1.11712
H 1.90068 1.83243 -1.17957
H 0.02032 2.52782 0.07469
O -2.75860 -2.01528 -0.67625
H -0.79986 1.26073 -1.61943
N -2.18742 -1.04383 -1.14443
C -2.79839 -0.27126 0.80607
H 3.37421 -0.05373 -2.13006
*
```

Mulliken population analysis, charges in e, atoms 1 to 5: atom 1 (C): -0.29, atom 2 (C): -0.53, atom 3 (H): 0.31, atom 4 (H): 0.28, atom 5 (C): 0.11

No. 3
DFT (ωB97M-V/def2-TZVPD) results for a single C9H12N2O molecule at a distorted geometry.

Computed properties:
Highest occupied orbital energy (spin up / spin down) (eV): -4.246 / -9.623
Energy (Ha): -534.6342
<S²>: 2.03

```
! RIJCOSX wB97M-V def2-TZVPD def2/J DEFGRID3
* xyz 0 3
H 2.35079 -1.88079 -1.19916
C 1.73353 -2.02814 -0.30379
H -1.62976 3.12992 -1.44612
N -2.60907 3.40410 0.33057
C 2.05801 -0.87023 0.67529
H -2.50970 0.34387 1.51684
C 0.21162 -1.66545 -0.55420
H 1.91837 -3.10591 0.03096
H 1.71429 -1.19360 1.62660
C -1.88561 2.72235 -0.50097
C -2.98990 2.49354 1.29737
C -2.43598 1.27736 1.04121
C 1.12068 0.33436 0.30883
H -2.24879 -0.45260 -1.02546
C -0.11963 -0.39474 -0.03340
O -0.38797 -1.55856 0.75608
N -1.78707 1.38186 -0.19682
H 1.48811 0.84500 -0.54392
H -3.49859 2.75265 2.08877
C -1.33877 0.17524 -0.83656
H 1.00078 0.98643 1.20662
H 3.17404 -0.75757 0.40070
H -0.84616 0.40640 -1.82042
H -0.40000 -2.26885 -1.19593
*
```

Mulliken population analysis, charges in e, atoms 1 to 5: atom 1 (H): 0.34, atom 2 (C): -0.74, atom 3 (H): 0.39, atom 4 (N): -0.56, atom 5 (C): -0.64

The records above yield energy relative to the best compared isomer or geometry (same formula, charge and spin) values of 2.196, 9.348, 0.635 eV, respectively.